(1)
C44H44N7O2STeV as an isolated structure. Source: the OMol25 dataset; level of theory: ωB97M-V/def2-TZVPD.

Kohn-Sham gap (spin up / spin down)   6.43 / 5.23 eV
Expectation value of S²   2.052
Multiplicity   3
Relative energy (zero: lowest compared OMol25 entry of this formula, charge and spin)   0.2414 eV
E   -3847.0425 hartree

XYZ file:
```
100
Properties=species:S:1:pos:R:3:forces:R:3
V 0.453 -0.354 0.134 -0.537 0.207 0.652
S 2.313 0.711 1.205 -0.277 0.030 -0.256
C 1.686 1.847 0.002 -0.206 -0.534 0.209
N 2.385 2.678 -0.648 -0.043 0.053 0.010
N 1.752 3.471 -1.555 -0.023 -0.183 -0.113
C 2.463 4.462 -2.214 0.022 0.130 0.000
C 1.759 5.489 -2.847 0.012 -0.066 -0.002
C 2.437 6.470 -3.548 0.018 0.033 -0.015
C 3.823 6.453 -3.624 -0.021 0.001 -0.001
C 4.518 5.434 -2.988 0.052 0.006 -0.019
C 3.855 4.439 -2.289 -0.058 0.007 0.042
N 0.238 1.605 -0.197 0.019 0.135 0.019
N -0.147 0.896 -1.273 0.529 -0.227 -0.316
C -0.843 1.321 -2.363 -0.146 0.078 0.212
C -1.312 2.635 -2.511 -0.083 -0.002 -0.019
C -2.003 2.982 -3.654 0.016 0.016 0.046
C -2.242 2.038 -4.648 -0.039 0.033 -0.065
C -1.810 0.725 -4.486 0.046 -0.060 0.060
C -1.125 0.357 -3.346 -0.018 0.064 -0.083
H 0.755 3.578 -1.456 0.010 0.085 0.049
H 0.676 5.515 -2.783 -0.003 -0.006 0.005
H 1.876 7.261 -4.028 0.003 -0.003 -0.006
H 4.353 7.225 -4.166 -0.001 -0.001 -0.003
H 5.600 5.409 -3.037 -0.002 0.005 0.002
H 4.399 3.650 -1.790 -0.001 -0.002 0.003
H -1.180 3.345 -1.705 -0.007 -0.022 0.017
H -2.372 3.993 -3.771 -0.001 0.000 0.002
H -2.781 2.323 -5.542 0.000 -0.005 0.003
H -2.015 -0.011 -5.252 0.000 0.003 -0.001
H -0.785 -0.659 -3.191 0.007 -0.001 -0.001
N 5.512 -4.907 -1.518 0.040 0.000 -0.013
C 4.205 -5.062 -1.846 -0.098 -0.005 -0.043
O 3.758 -6.051 -2.384 0.039 0.001 0.024
C 3.307 -3.898 -1.509 0.034 0.009 0.006
C 3.746 -2.580 -1.491 -0.132 -0.059 -0.108
C 2.845 -1.587 -1.157 0.185 -0.046 0.081
N 1.585 -1.856 -0.798 -0.039 0.028 -0.248
C 1.144 -3.120 -0.880 0.040 -0.080 -0.028
C 1.972 -4.163 -1.240 0.011 0.050 -0.012
H 6.119 -5.698 -1.654 0.004 0.005 -0.005
H 5.815 -4.172 -0.905 0.001 -0.013 0.014
H 4.757 -2.306 -1.758 0.007 -0.016 -0.007
H 3.144 -0.548 -1.138 0.018 -0.001 0.078
H 0.100 -3.286 -0.652 0.019 0.012 0.091
H 1.594 -5.173 -1.304 0.018 -0.013 0.014
C -7.846 4.678 3.820 -0.050 0.023 0.019
C -6.734 3.794 3.328 0.023 -0.032 -0.046
C -6.897 2.985 2.214 -0.010 0.009 0.029
C -5.872 2.169 1.743 -0.032 0.011 -0.014
C -6.128 1.343 0.510 -0.016 -0.049 -0.079
C -4.644 2.156 2.415 -0.075 0.004 -0.042
Te -3.093 0.904 1.690 0.191 0.263 0.001
N -0.739 -1.259 0.897 0.607 0.310 -0.350
C -1.272 -2.391 1.476 0.072 0.071 0.111
O -0.735 -2.969 2.399 -0.040 -0.063 -0.028
C -2.543 -2.892 0.855 -0.062 -0.090 0.082
C -3.148 -2.253 -0.223 0.042 -0.021 -0.011
C -4.329 -2.752 -0.751 -0.020 -0.010 -0.014
C -4.907 -3.890 -0.206 -0.027 -0.003 -0.015
C -4.304 -4.532 0.869 0.003 -0.010 0.006
C -3.125 -4.035 1.398 -0.024 0.054 0.027
C -2.952 -0.317 3.415 -0.107 -0.118 -0.110
C -1.796 -0.348 4.196 0.021 0.067 0.035
C -0.544 0.418 3.880 0.056 0.053 -0.014
C -1.771 -1.169 5.324 0.008 -0.015 0.028
C -2.843 -1.964 5.680 -0.016 0.024 -0.041
C -2.797 -2.842 6.898 0.008 -0.044 0.060
C -3.972 -1.942 4.867 0.014 -0.014 -0.024
C -4.045 -1.144 3.735 0.005 -0.045 0.074
C -5.289 -1.219 2.894 -0.020 -0.005 0.006
C -4.447 2.989 3.527 -0.069 0.024 -0.029
C -3.139 3.075 4.260 0.091 -0.024 0.015
C -5.501 3.783 3.965 0.015 0.001 0.019
H -8.785 4.447 3.318 0.002 -0.001 0.001
H -7.619 5.730 3.637 0.011 -0.004 -0.003
H -7.998 4.560 4.894 0.006 -0.004 0.000
H -7.850 2.982 1.695 -0.003 0.008 -0.002
H -7.181 1.387 0.235 -0.009 0.006 -0.002
H -5.845 0.299 0.658 -0.033 0.069 -0.022
H -5.547 1.709 -0.341 0.004 0.001 0.016
H -2.699 -1.359 -0.634 0.011 0.008 -0.007
H -4.804 -2.248 -1.584 0.005 0.003 -0.003
H -5.830 -4.278 -0.618 -0.001 0.004 0.001
H -4.757 -5.418 1.294 -0.002 0.003 0.003
H -2.643 -4.508 2.243 0.011 0.010 -0.005
H -0.726 1.274 3.233 -0.016 0.006 0.015
H 0.166 -0.230 3.362 -0.011 -0.014 0.008
H -0.066 0.765 4.797 0.004 -0.002 -0.004
H -0.870 -1.187 5.929 -0.001 -0.004 0.001
H -1.837 -2.761 7.408 0.001 0.002 -0.006
H -2.948 -3.890 6.631 0.001 0.003 -0.008
H -3.580 -2.571 7.608 -0.003 0.008 -0.009
H -4.818 -2.575 5.115 -0.001 -0.003 0.011
H -5.941 -2.013 3.259 -0.008 0.005 -0.008
H -5.044 -1.427 1.849 0.023 -0.033 0.024
H -5.849 -0.281 2.916 0.019 -0.001 0.029
H -2.307 3.204 3.566 -0.014 -0.003 -0.013
H -2.938 2.167 4.829 -0.002 -0.071 0.011
H -3.148 3.915 4.954 0.008 -0.015 0.002
H -5.346 4.421 4.830 -0.006 0.001 0.000
```
Positions in Å, forces in eV/Å.

(2)
A 3-piece molecular cluster, C44H45ClN3O4 overall. Source: the OMol25 dataset; level of theory: ωB97M-V/def2-TZVPD.

Total charge   +1
Kohn-Sham gap   7.97 eV
E   -2628.8106 hartree

XYZ file:
```
97
Properties=species:S:1:pos:R:3:forces:R:3
C 3.062 -0.957 8.400 0.180 -0.167 -0.070
C 3.254 -1.218 7.078 -0.187 -0.060 0.379
C 2.232 -0.921 5.997 -0.012 -1.823 0.171
C 2.546 -1.694 4.752 -0.340 0.011 0.021
C 2.467 -3.032 4.529 -0.038 -0.330 -0.261
C 2.014 -4.206 5.340 0.390 0.366 0.649
C 0.623 -4.122 5.998 -0.310 -0.242 -0.627
C -0.419 -3.314 5.233 -0.376 -0.076 0.556
Cl 0.715 -3.591 7.704 0.122 0.107 -0.012
N 2.948 -3.240 3.249 -0.171 -0.114 0.262
C 3.277 -2.084 2.669 0.110 -0.277 -0.243
C 3.808 -1.946 1.288 -0.267 0.216 -0.152
C 2.894 -2.623 0.237 0.211 -0.175 -0.233
C 3.413 -3.988 -0.251 -0.104 -0.319 0.365
C 2.767 -5.204 0.458 0.148 0.237 -0.306
N 3.022 -1.143 3.568 0.349 0.373 0.193
N 3.184 0.238 3.412 -0.431 0.273 0.199
C 1.871 0.907 3.265 -0.405 0.062 -0.526
C 0.899 0.189 2.334 -0.019 0.142 -0.040
C -0.391 0.978 2.097 -0.057 -0.732 -0.304
H 3.691 -0.235 8.920 1.222 -1.389 0.405
H 2.342 -1.479 9.025 -1.374 1.298 -0.515
H 4.203 -1.629 6.728 0.656 1.763 -0.265
H 1.217 -1.180 6.315 -0.045 0.344 0.116
H 2.316 0.149 5.838 -0.099 -0.009 -0.124
H 2.062 -5.109 4.729 -0.062 0.080 -0.137
H 2.750 -4.345 6.137 -0.060 -0.173 0.007
H 0.248 -5.142 6.043 0.073 -0.009 0.234
H -1.246 -3.107 5.913 -0.026 -0.002 -0.046
H -0.850 -3.915 4.430 0.254 0.142 -0.243
H -0.061 -2.351 4.875 0.082 -0.084 -0.165
H 3.029 -4.157 2.834 0.054 0.098 -0.216
H 4.813 -2.371 1.239 0.010 0.010 0.070
H 3.919 -0.887 1.057 -0.015 0.000 0.030
H 2.787 -1.975 -0.633 0.129 0.177 0.120
H 1.887 -2.733 0.646 -0.027 0.034 -0.047
H 4.491 -4.061 -0.097 0.037 0.197 -0.148
H 3.265 -4.067 -1.326 -0.132 -0.007 0.019
H 1.865 -4.906 0.997 -0.047 -0.116 0.000
H 3.463 -5.692 1.144 -0.069 -0.004 0.084
H 2.479 -5.951 -0.280 -0.052 -0.107 0.127
H 3.718 0.414 2.570 0.217 -0.211 0.097
H 2.076 1.889 2.836 0.168 0.028 0.149
H 1.398 1.083 4.231 0.179 -0.103 0.111
H 0.616 -0.795 2.720 0.178 -0.002 0.136
H 1.407 0.024 1.377 -0.091 -0.082 -0.038
H -0.265 1.736 1.326 0.024 0.254 0.247
H -0.804 1.385 3.019 0.103 0.194 -0.033
H -1.121 0.268 1.704 -0.153 0.201 -0.062
C -4.697 1.277 -3.431 -0.001 0.014 -0.008
C -5.033 0.563 -4.576 0.010 -0.012 0.036
C -4.643 -0.759 -4.712 -0.059 0.084 -0.058
C -3.903 -1.370 -3.708 0.061 -0.005 0.074
C -3.544 -0.645 -2.568 0.006 -0.076 -0.022
C -3.954 0.676 -2.430 -0.034 0.101 -0.038
C -2.713 -1.260 -1.502 0.036 0.048 0.087
O -2.395 -0.638 -0.507 0.066 0.028 0.053
C -2.260 -2.670 -1.688 -0.023 0.018 -0.057
C -1.437 -3.252 -0.730 0.089 -0.103 0.050
C -1.019 -4.563 -0.882 -0.012 0.027 -0.034
C -1.426 -5.304 -1.987 0.013 0.024 0.017
C -2.241 -4.728 -2.946 0.068 -0.105 0.022
C -2.654 -3.408 -2.804 -0.001 0.060 0.038
C -3.507 -2.796 -3.867 -0.061 -0.036 -0.116
O -3.857 -3.445 -4.827 0.019 -0.011 0.003
H -5.010 2.307 -3.326 0.024 0.012 -0.021
H -5.603 1.040 -5.362 -0.003 0.005 0.002
H -4.906 -1.323 -5.596 0.024 -0.074 0.036
H -3.685 1.227 -1.540 0.037 -0.062 0.031
H -1.130 -2.670 0.128 -0.077 0.069 -0.014
H -0.377 -5.016 -0.136 -0.021 -0.020 0.006
H -1.105 -6.331 -2.100 -0.005 -0.004 0.001
H -2.560 -5.294 -3.810 -0.040 0.071 -0.036
C -1.474 7.936 -7.737 -0.011 -0.032 0.009
C -2.216 6.783 -7.970 0.015 0.021 0.023
C -2.365 5.838 -6.969 -0.037 0.023 -0.110
C -1.763 6.037 -5.733 0.057 0.027 0.054
C -1.000 7.186 -5.506 -0.025 -0.076 0.043
C -0.867 8.137 -6.509 -0.006 0.049 -0.108
C -0.308 7.403 -4.205 0.053 0.115 0.003
O 0.350 8.400 -4.002 0.009 -0.010 0.006
C -0.443 6.350 -3.156 -0.033 -0.048 -0.049
C 0.235 6.503 -1.952 0.044 -0.020 0.126
C 0.110 5.543 -0.963 -0.024 -0.030 -0.024
C -0.698 4.429 -1.168 0.027 0.034 -0.016
C -1.370 4.269 -2.367 0.023 -0.069 0.111
C -1.239 5.224 -3.368 0.022 0.068 -0.032
C -1.948 5.019 -4.664 -0.067 -0.101 0.006
O -2.651 4.044 -4.833 -0.049 -0.033 -0.025
H -1.367 8.677 -8.518 0.000 0.001 -0.002
H -2.680 6.623 -8.934 -0.007 0.006 0.000
H -2.944 4.941 -7.141 0.002 -0.021 0.081
H -0.285 9.029 -6.322 0.028 -0.030 0.073
H 0.857 7.375 -1.800 -0.034 0.042 -0.075
H 0.640 5.664 -0.027 -0.010 0.012 0.007
H -0.801 3.683 -0.390 -0.016 0.004 0.005
H -1.997 3.404 -2.538 -0.005 0.018 -0.089
```
Positions in Å, forces in eV/Å.

(3)
C44H45N3P2RuSSb2Se2 as an isolated structure. Source: the OMol25 dataset; level of theory: ωB97M-V/def2-TZVPD.

Total charge   +2
Kohn-Sham gap (spin up / spin down)   3.31 / 3.30 eV
Relative energy (zero: lowest compared OMol25 entry of this formula, charge and spin)   0.6484 eV
E   -8326.5685 hartree

XYZ file:
```
100
Properties=species:S:1:pos:R:3:forces:R:3
Ru 0.112 -1.363 1.259 0.441 -1.090 -2.346
C 3.161 -2.969 3.266 -0.055 0.076 -0.139
Sb 1.061 -3.063 2.980 0.567 -0.167 0.623
C 0.830 -5.103 2.478 -0.048 0.048 -0.148
C 0.375 -3.038 5.009 -0.311 -0.100 -0.220
C -0.926 -3.794 5.105 0.183 0.031 0.096
C -0.886 -5.144 5.450 0.062 -0.048 -0.030
C -2.038 -5.913 5.516 0.084 -0.002 -0.006
C -3.259 -5.334 5.213 -0.058 0.017 -0.057
C -3.314 -3.989 4.884 -0.024 -0.019 0.005
C -2.166 -3.198 4.843 -0.110 0.126 -0.023
C -2.321 -1.726 4.591 0.253 -0.031 -0.195
Sb -2.108 -1.071 2.551 -0.741 -0.794 -0.385
C -3.655 -2.180 1.628 0.013 0.050 0.176
C -2.990 0.837 2.755 0.220 0.149 -0.079
H 3.476 -3.825 3.862 -0.027 0.019 0.010
H 3.423 -2.044 3.776 0.029 -0.009 0.018
H 3.658 -2.998 2.298 0.051 -0.004 0.018
H 1.260 -5.724 3.262 -0.007 0.027 0.002
H 1.362 -5.278 1.542 -0.012 -0.045 0.010
H -0.225 -5.341 2.353 -0.007 -0.004 0.036
H 0.324 -2.003 5.340 -0.007 0.007 0.064
H 1.172 -3.547 5.551 -0.042 0.047 0.080
H 0.073 -5.596 5.684 -0.051 0.006 0.030
H -1.982 -6.952 5.814 0.016 0.024 -0.034
H -4.167 -5.923 5.249 0.018 0.045 0.018
H -4.276 -3.529 4.682 0.011 -0.004 0.028
H -1.644 -1.119 5.191 -0.044 0.006 0.077
H -3.343 -1.409 4.804 0.029 0.012 0.107
H -4.607 -1.862 2.051 -0.033 -0.071 -0.053
H -3.500 -3.241 1.813 -0.044 -0.003 0.004
H -3.627 -1.971 0.563 -0.038 0.021 -0.019
H -3.933 0.677 3.278 0.032 0.002 -0.001
H -3.176 1.268 1.774 0.013 -0.011 0.011
H -2.355 1.500 3.339 -0.020 0.017 0.001
Se -0.895 5.034 -0.646 0.064 -0.091 0.123
P -1.128 3.496 -2.062 0.138 0.593 0.354
C -2.651 3.662 -3.019 -0.039 -0.223 -0.031
C -2.742 4.894 -3.673 -0.028 -0.003 -0.024
C -3.844 5.183 -4.456 0.011 0.013 0.000
C -4.865 4.249 -4.591 -0.003 0.020 -0.005
C -4.779 3.031 -3.938 0.024 -0.054 0.033
C -3.674 2.727 -3.150 0.055 0.015 -0.076
C 0.192 3.483 -3.305 -0.092 -0.241 -0.068
C 1.432 4.030 -3.000 0.061 0.078 -0.162
C 2.436 4.052 -3.958 -0.023 -0.014 0.032
C 2.198 3.533 -5.223 0.024 0.027 0.011
C 0.956 2.995 -5.535 -0.054 -0.036 0.020
C -0.051 2.969 -4.580 0.143 -0.107 0.033
C -1.048 1.904 -1.175 -0.285 -0.237 -0.401
C -0.026 1.263 -0.482 -0.106 -0.338 0.346
N -0.608 0.162 0.078 -0.017 0.296 0.306
N -1.896 0.129 -0.252 0.263 0.196 -0.130
N -2.165 1.153 -1.010 0.067 0.027 0.073
P 1.657 1.559 0.017 -0.045 0.229 -0.147
Se 2.213 -0.174 1.303 0.029 0.041 0.145
C 2.757 1.502 -1.381 0.079 -0.096 0.017
C 2.357 0.764 -2.496 0.051 0.107 -0.024
C 3.246 0.578 -3.542 0.014 0.001 0.000
C 4.525 1.118 -3.470 0.000 -0.022 -0.004
C 4.926 1.837 -2.352 -0.007 0.020 0.046
C 4.051 2.022 -1.293 -0.036 -0.116 -0.082
C 1.763 3.041 0.996 0.113 -0.004 0.049
C 1.088 3.033 2.219 0.013 0.079 -0.038
C 1.079 4.171 3.000 0.013 0.057 0.016
C 1.754 5.310 2.573 -0.013 -0.012 0.002
C 2.432 5.313 1.364 0.011 0.026 -0.036
C 2.435 4.181 0.565 -0.005 0.002 0.076
H -1.951 5.626 -3.560 -0.029 0.017 0.011
H -3.911 6.141 -4.955 0.007 -0.029 -0.004
H -5.727 4.476 -5.204 0.012 0.001 0.026
H -5.577 2.305 -4.035 0.012 0.015 -0.009
H -3.614 1.777 -2.644 -0.036 0.027 -0.006
H 1.579 4.484 -2.029 -0.031 0.041 0.012
H 3.398 4.493 -3.724 -0.033 0.001 -0.014
H 2.976 3.568 -5.976 -0.028 -0.001 0.018
H 0.765 2.613 -6.531 -0.002 0.011 0.027
H -1.027 2.570 -4.829 0.017 0.019 -0.013
H 1.356 0.354 -2.550 -0.017 0.020 -0.038
H 2.943 0.017 -4.417 -0.016 0.033 0.016
H 5.218 0.971 -4.289 -0.029 0.023 0.013
H 5.926 2.250 -2.301 -0.022 -0.024 0.006
H 4.374 2.550 -0.406 0.034 -0.015 -0.014
H 0.571 2.141 2.550 -0.030 -0.018 0.019
H 0.551 4.180 3.945 0.005 -0.015 -0.021
H 1.750 6.201 3.188 -0.010 -0.023 -0.013
H 2.946 6.205 1.030 -0.008 -0.027 0.016
H 2.948 4.197 -0.385 -0.021 0.025 -0.009
S -0.593 -3.009 -0.035 -1.533 0.917 1.917
C 0.321 -3.800 -1.214 1.172 0.483 -0.042
C 1.667 -3.457 -1.495 -0.268 -0.154 -0.055
C 2.328 -4.127 -2.494 0.049 -0.105 -0.110
C 1.668 -5.130 -3.217 -0.138 0.086 0.139
C 0.347 -5.476 -2.930 0.144 -0.079 -0.142
C -0.338 -4.821 -1.931 0.059 0.149 0.127
H 2.154 -2.676 -0.924 -0.038 0.033 0.003
H 3.357 -3.882 -2.724 -0.022 -0.014 -0.019
H 2.191 -5.645 -4.013 0.000 -0.008 0.032
H -0.144 -6.260 -3.492 0.027 0.017 -0.011
H -1.364 -5.074 -1.693 0.011 0.033 0.007
```
Positions in Å, forces in eV/Å.

no.,M (Da)
1,913.5
2,715.3
3,1212.4